No. 1
Formula: C19H12AsF3MoN2O6S4
Source: the OMol25 dataset
Level of theory: ωB97M-V/def2-TZVPD

Geometry as XYZ:
```
48
Properties=species:S:1:pos:R:3:nbo_charge:R:1
Mo -1.0062 -0.4085 -0.1916 1.352
F -2.1648 -2.5000 4.4456 -0.298
C -0.8325 -2.4862 4.5233 0.982
F -0.4787 -2.3697 5.7967 -0.293
F -0.3833 -3.6564 4.0580 -0.303
C -0.2650 -1.3485 3.6995 -0.185
C 0.5086 -0.3593 4.2571 -0.044
C 1.0118 0.6906 3.4682 -0.234
C 0.7458 0.6963 2.1342 0.056
N 0.0315 -0.3188 1.5803 -0.531
C -0.5216 -1.2977 2.3283 0.146
S -1.5459 -2.3022 1.3586 0.147
H 0.7181 -0.3870 5.3189 0.271
H 1.6019 1.4836 3.9054 0.266
H 1.1039 1.4695 1.4689 0.236
S -1.7437 -2.3560 -1.8177 1.285
C -0.0418 -2.7878 -1.4824 -0.200
N 0.5117 -1.9574 -0.6626 -0.442
C 1.8722 -2.2191 -0.5041 0.171
C 2.8057 -1.5532 0.2952 -0.229
C 4.1003 -2.0166 0.3058 -0.166
C 4.4876 -3.1298 -0.4585 -0.162
C 3.5825 -3.7957 -1.2511 -0.177
C 2.2686 -3.3260 -1.2677 -0.238
S 0.9371 -3.9798 -2.1663 0.621
H 2.5281 -0.6954 0.8876 0.219
H 4.8377 -1.5150 0.9199 0.244
H 5.5146 -3.4684 -0.4251 0.251
H 3.8768 -4.6499 -1.8465 0.253
O -1.9643 0.8058 -3.7773 -0.986
As -0.3795 1.3323 -3.2706 1.581
O -1.7508 -1.9022 -3.2123 -0.839
O -0.2278 0.2945 -1.5815 -0.775
C -1.1118 2.9604 -2.5005 -0.507
C -1.1156 4.0195 -3.4041 -0.170
C -1.7081 5.2311 -3.0780 -0.175
C -2.2839 5.4075 -1.8295 -0.146
C -2.2642 4.3755 -0.9006 -0.258
C -1.6906 3.1736 -1.2548 0.327
S -3.0003 1.2654 0.0553 1.853
O -1.6417 2.1633 -0.2384 -0.732
O -2.8140 0.1193 -0.9799 -0.834
O -2.3623 0.5318 1.2210 -0.847
H -1.9586 -0.0311 -4.2728 0.527
H -0.6602 3.8990 -4.3814 0.234
H -1.7142 6.0367 -3.8004 0.251
H -2.7351 6.3551 -1.5651 0.250
H -2.6779 4.5070 0.0929 0.246
```

max |F|	0.91	eV Å⁻¹
relative energy (zero: lowest compared OMol25 entry of this formula, charge and spin)	135.87	kJ/mol
lowest unoccupied orbital energy (alpha / beta)	-8.710 / -8.581	eV
frontier orbital gap (alpha / beta)	0.228 / 0.233	Ha
net charge	+2

No. 2
Formula: C19H12Cl2F2IN3O6SW
Source: the OMol25 dataset
Level of theory: ωB97M-V/def2-TZVPD

Geometry as XYZ:
```
47
Properties=species:S:1:pos:R:3:nbo_charge:R:1
W 0.4646 1.2169 -1.4366 1.881
Cl -0.7630 -0.4547 1.7146 -0.009
C 0.8873 -1.0215 2.0167 -0.376
Cl 2.0586 -0.3620 0.8273 0.014
H 0.9033 -2.1044 1.9439 0.226
H 1.1888 -0.6859 3.0024 0.230
F 2.4224 4.1360 2.8407 -0.318
C 1.3605 3.7453 2.1174 0.427
C 1.5449 2.9032 1.0449 -0.294
C 0.4625 2.4401 0.2912 -0.323
C -0.8297 2.9539 0.6259 -0.150
C -0.9658 3.7939 1.7332 0.432
F -2.1801 4.2502 2.1091 -0.329
C 0.1032 4.1810 2.5039 -0.366
C -1.9194 2.5108 -0.2286 0.221
C -3.2513 2.9248 -0.1741 -0.234
C -4.1727 2.4128 -1.0606 -0.133
C -3.7615 1.4743 -2.0094 -0.261
C -2.4443 1.1098 -2.0481 0.076
N -1.5206 1.6000 -1.1809 -0.529
H 2.5537 2.5875 0.8074 0.239
H -0.0363 4.7993 3.3775 0.245
H -3.5599 3.6425 0.5666 0.248
H -5.2048 2.7287 -1.0262 0.225
H -4.4657 1.0370 -2.7007 0.233
H -2.0751 0.3962 -2.7770 0.224
I 5.5230 -4.8648 -0.7062 0.158
C 3.6830 -3.8995 -1.0253 -0.138
C 3.6580 -2.6775 -1.6757 -0.213
C 2.4457 -2.0322 -1.8696 0.180
C 1.2590 -2.6054 -1.3815 -0.182
C 1.3109 -3.8444 -0.7507 -0.149
C 2.5164 -4.4952 -0.5719 -0.263
C -0.0549 -1.8989 -1.4591 0.801
O -1.1172 -2.4642 -1.5194 -0.564
O 0.0454 -0.5768 -1.3736 -0.732
H 4.5635 -2.2148 -2.0437 0.229
H 2.1484 -0.8967 -3.5473 0.408
H 0.3872 -4.2744 -0.3873 0.239
H 2.5486 -5.4500 -0.0684 0.231
O 2.3679 1.4994 -1.5248 -0.943
S 3.4232 0.4897 -2.2163 0.717
N 2.3752 -0.7907 -2.5669 -0.847
O 0.4327 2.9510 -2.5110 -0.461
N 0.5419 2.3121 -3.6446 0.702
O 0.7021 2.8268 -4.6993 -0.279
O 0.4198 1.0329 -3.4616 -0.495
```

multiplicity	3
max |F|	3.27	eV Å⁻¹
relative energy (zero: lowest compared OMol25 entry of this formula, charge and spin)	107.20	kJ/mol
lowest unoccupied orbital energy (alpha / beta)	-0.595 / -0.936	eV
frontier orbital gap (alpha / beta)	0.236 / 0.275	Ha
net charge	0

No. 3
Formula: C19H12F6N6O13RuS5
Source: the OMol25 dataset
Level of theory: ωB97M-V/def2-TZVPD

Geometry as XYZ:
```
62
Properties=species:S:1:pos:R:3:nbo_charge:R:1
Ru 0.3946 0.6505 0.2256 1.527
F 0.0990 -0.4860 4.1157 -0.340
C 1.1118 -1.3398 3.8862 0.738
F 0.9556 -2.3782 4.6963 -0.294
F 2.2453 -0.7105 4.1856 -0.299
S 1.2098 -1.9184 2.1289 2.257
O 1.6114 -0.7421 1.3259 -0.954
O 2.1839 -2.9525 2.1590 -0.866
N -0.2809 -2.2818 1.8786 -1.227
S -0.7598 -2.6052 0.3972 2.233
O -0.7223 -1.4045 -0.4322 -0.960
O -0.2296 -3.7955 -0.1777 -0.878
C -2.5461 -2.9608 0.7545 0.747
F -2.6747 -4.2251 1.1392 -0.298
F -3.2326 -2.7687 -0.3661 -0.294
F -3.0388 -2.1825 1.7138 -0.310
O -1.7988 2.4701 -2.4707 -0.556
C -0.8180 1.9345 -2.0277 0.784
O -0.5690 1.9758 -0.7110 -0.678
C 0.1892 1.2751 -2.9219 -0.280
C -0.0644 1.4007 -4.2821 -0.080
C 0.8193 0.8780 -5.2027 -0.039
C 1.9780 0.2326 -4.8117 -0.123
C 2.2491 0.1402 -3.4651 -0.074
C 1.3676 0.6332 -2.4744 0.456
O 1.6790 0.4780 -1.2127 -0.661
N 3.5339 -0.4877 -3.1129 0.528
O 4.0924 -0.1179 -2.1038 -0.348
O 3.9706 -1.3098 -3.8923 -0.379
N 0.5443 1.0309 -6.6368 0.538
O 1.3771 0.6094 -7.4123 -0.379
O -0.4904 1.5770 -6.9528 -0.370
H -0.9629 1.9104 -4.6010 0.280
H 2.6641 -0.1806 -5.5369 0.280
S 3.5567 6.8578 -1.0814 0.090
C 3.2310 5.4714 -0.3054 -0.216
S 2.1776 5.3065 1.0690 0.474
C 2.3602 3.5883 1.0546 -0.210
N 3.1953 3.1772 0.0735 -0.171
N 3.6588 4.1771 -0.6317 -0.144
C 4.5200 3.8113 -1.7272 0.080
C 5.6328 4.5716 -2.0449 -0.203
C 6.4304 4.1635 -3.1031 -0.193
C 6.1185 3.0164 -3.8167 -0.186
C 5.0134 2.2539 -3.4639 -0.196
C 4.2050 2.6454 -2.4116 -0.126
S 1.6138 2.4888 2.0287 -0.034
H 5.8906 5.4450 -1.4683 0.234
H 7.3059 4.7434 -3.3590 0.221
H 6.7445 2.7080 -4.6422 0.224
H 4.7774 1.3483 -4.0049 0.215
H 3.3519 2.0514 -2.1131 0.237
N -1.8151 1.8120 3.9118 -0.706
C -2.8856 1.3266 2.9733 -0.344
C -2.2021 0.8771 1.6680 0.781
O -2.8761 0.5594 0.7278 -0.562
O -0.9099 0.8917 1.8007 -0.793
H -1.7756 1.2869 4.7824 0.434
H -1.8807 2.8061 4.1196 0.432
H -0.9414 1.6176 3.3503 0.488
H -3.5981 2.1211 2.7711 0.246
H -3.3982 0.4794 3.4224 0.246
```

multiplicity	5
max |F|	0.72	eV Å⁻¹
lowest unoccupied orbital energy (alpha / beta)	-0.968 / -3.556	eV
frontier orbital gap (alpha / beta)	0.292 / 0.208	Ha
net charge	0